DFT (ωB97M-V/def2-TZVPD) results for a cluster of 2 separate species, C7H8O2 in total.

```
17
Properties=species:S:1:pos:R:3:nbo_charge:R:1
C -0.649 0.419 -1.221 -0.232
C 0.617 0.442 -1.460 -0.193
C 2.026 -2.823 2.364 0.484
C -0.440 -0.644 1.067 -0.420
C 1.075 -0.437 0.780 -0.454
C -0.934 -0.878 -0.394 0.036
C 1.112 -0.746 -0.707 0.018
O 1.413 -3.564 1.828 -0.479
O 0.073 -1.709 -0.867 -0.499
H -1.451 0.951 -1.716 0.218
H 1.303 1.297 -1.913 0.232
H 2.128 -1.030 -1.113 0.205
H -0.629 -1.462 1.763 0.220
H -1.027 0.277 1.521 0.208
H 1.275 0.633 0.844 0.212
H 1.965 -0.875 1.348 0.231
H -1.923 -1.420 -0.373 0.213
```

## Properties
HOMO level (eV): -9.64
Charge: 0
Orbital gap (eV): 10.714
M (g/mol): 124.14